{
  "formula": "C42H112BF4N7O14",
  "method": "ωB97M-V with the def2-TZVPD basis set",
  "total_charge": 6,
  "mol_weight_g_mol": 1026.2,
  "e_tot_ev": -95952.729,
  "fmax_ha_per_bohr": 0.046,
  "relative_energy_ev": 2.302,
  "lumo_energy_ev": -10.93,
  "elements": ["H", "F", "H", "H", "C", "N", "N", "H", "H", "O", "H", "O", "C", "H", "H", "H", "H", "H", "C", "H", "C", "C", "H", "H", "H", "H", "C", "H", "H", "C", "H", "H", "H", "C", "H", "H", "H", "H", "H", "C", "H", "O", "H", "H", "H", "O", "H", "H", "O", "C", "F", "F", "H", "H", "H", "H", "H", "C", "N", "N", "C", "C", "O", "O", "H", "H", "C", "C", "B", "H", "H", "H", "O", "H", "H", "H", "H", "H", "C", "C", "H", "O", "O", "H", "C", "H", "H", "H", "H", "H", "H", "H", "H", "H", "O", "C", "O", "H", "H", "H", "H", "H", "H", "N", "C", "C", "H", "C", "H", "H", "N", "H", "H", "H", "H", "H", "H", "C", "C", "H", "H", "H", "C", "H", "C", "H", "H", "H", "C", "C", "H", "C", "O", "N", "H", "H", "C", "C", "H", "H", "H", "H", "H", "H", "H", "H", "H", "C", "H", "H", "H", "C", "H", "H", "H", "C", "H", "C", "H", "O", "C", "H", "H", "F", "H", "H", "H", "H", "H", "C", "H", "C", "C", "H", "H", "H", "C", "C", "H", "C"],
  "positions_angstrom": [[3.40401, -3.41343, 0.53115], [0.75464, -2.32319, -0.10963], [5.20409, -2.41298, 2.22276], [4.94613, 0.94064, -2.86755], [-4.50975, 2.40661, -2.37811], [-5.63595, 2.72612, -4.61640], [3.56503, 1.50585, -4.32851], [5.70259, -0.13098, -6.48455], [-4.16373, 3.02362, -7.56192], [-3.97328, 1.20330, -2.88782], [-3.35239, -0.67749, 0.89853], [1.23848, 2.74250, -4.74270], [-1.29845, -1.75071, 6.53132], [2.68751, 1.32500, -2.45965], [3.13097, -1.02147, 1.76486], [-9.34475, 0.50272, 0.14577], [-7.80319, -2.09900, 2.17362], [2.09661, 0.97998, 0.57813], [1.06359, 1.55832, -4.01786], [3.46213, 1.16284, -5.28577], [1.33369, -0.81458, 8.01846], [-8.61654, -0.23167, 3.99412], [0.68981, -1.63194, -4.10358], [1.55893, 4.58056, 4.92342], [-0.03314, 0.09152, 10.17821], [2.45466, -8.15437, -2.46379], [-7.11369, -2.01801, 3.00946], [-0.58432, 3.67272, -4.38417], [3.91896, -3.49663, -2.92502], [2.60280, -3.25180, -5.44650], [-2.41603, 3.45855, -7.66145], [-5.96632, 3.94878, -6.27214], [-0.58040, -7.07198, -1.20144], [-9.46792, 0.14303, 2.79443], [6.32427, -2.44111, 0.89502], [0.24363, 4.04755, -5.93614], [-3.26394, -2.24869, 1.72870], [2.56664, 3.51885, 5.98710], [-7.35537, -2.70212, 3.81924], [2.28186, 3.76871, 4.96798], [4.82292, -4.49176, 0.46149], [-0.73218, -2.49104, 4.40003], [-0.62302, 1.90529, 2.96077], [7.14125, 0.65302, -6.91762], [5.00306, -0.11538, -4.26656], [-3.29558, 3.82846, -5.85513], [6.94651, 5.72077, 1.51680], [0.06619, 2.32469, 1.32814], [1.04982, 3.06022, 3.10618], [0.27697, 2.11495, 2.37122], [0.23911, -0.60844, -1.65503], [-1.44166, -1.76831, -0.65532], [-6.74791, 0.06855, 3.06664], [2.31650, -0.34827, 7.90861], [1.20365, 1.93098, 4.84151], [1.83648, -2.71544, 7.22176], [3.01379, -2.24213, -5.54766], [-5.80961, 2.68095, -3.11847], [-0.54859, -4.83560, -3.82848], [3.47422, 4.46499, 4.30596], [-0.18854, -6.30686, -1.87375], [1.17407, -1.88169, 6.96985], [0.83188, -6.92269, -2.63709], [-8.79321, 1.12135, 2.04496], [-5.60261, -3.23475, 2.04211], [1.98273, -3.50430, -6.30938], [3.16347, 0.84124, 0.75464], [-3.91193, -1.56977, 1.16697], [-0.12021, -1.29966, -0.48729], [-4.85863, 2.16263, -4.97402], [-9.08283, -1.01659, 4.59060], [6.13116, 5.50425, 4.21570], [1.20385, -1.43886, 9.28145], [0.22982, -3.28814, 2.80421], [-5.05780, -2.51519, 3.43645], [0.82737, -1.09525, 11.22106], [-2.39267, -0.05151, -2.78725], [-2.14607, -2.43662, 6.48514], [-4.23010, 4.68711, -5.22020], [5.26078, -2.43519, 1.13763], [-0.18086, -3.34870, 6.36251], [1.81545, -3.36889, -4.26427], [5.17344, 5.05237, 2.35735], [6.29055, 2.67278, -4.11105], [5.88150, 5.96240, 1.52279], [-6.69786, -0.71848, 4.49962], [5.76499, 7.01034, 1.80474], [1.40210, -8.08816, -1.06807], [4.52868, 3.13890, 0.54824], [1.53219, -1.56004, 5.99434], [3.70378, 2.51707, -4.35749], [-3.80763, 4.74653, -4.21279], [5.10373, 3.69524, 5.33898], [-10.35507, 0.59024, 3.25760], [3.85967, 1.33945, -0.39887], [3.86598, -3.84176, -1.89833], [5.82369, 1.97824, -5.98654], [-0.57211, 2.49621, -5.73379], [-9.78516, -0.68997, 2.16110], [-0.41063, -0.47177, 4.92337], [0.36836, 1.70136, -3.18504], [-2.07838, -1.03132, 4.68479], [-0.70781, -1.96486, 2.32911], [-7.22274, -0.64349, 3.62814], [-9.43517, 1.37105, 0.80742], [-2.83094, 0.73187, -2.17403], [6.69537, 4.09955, 3.29419], [4.92073, 0.92595, -3.95847], [4.29975, -4.84724, -1.86198], [2.81576, -3.89930, -1.58938], [4.87270, -1.03915, 0.62258], [0.39315, -5.23629, -3.93986], [4.71403, 2.80731, 3.85124], [-8.52770, 0.59413, 4.70090], [2.49930, -6.73918, -1.34417], [6.91209, 1.14120, -4.46754], [-1.59128, -0.91765, 7.16709], [4.83321, 3.79573, 4.28785], [1.81243, 2.55246, 4.17562], [-1.77505, -6.37832, -3.34257], [-3.10529, 0.40063, -1.17410], [5.58074, 0.92862, -7.78045], [4.00336, 2.75832, -0.33090], [-8.93317, 2.20667, 0.32411], [-0.00354, 3.27238, -5.21665], [0.19389, -2.75507, -5.38586], [0.76761, 1.13251, 2.38770], [3.59007, 1.31216, 1.64625], [0.87853, -0.49360, 10.31935], [3.44063, -0.64963, 0.78128], [2.99242, 3.18271, -0.31520], [-1.21596, -5.64829, -2.75232], [4.58921, -3.01887, -1.00712], [-0.15771, -2.58585, 7.04641], [3.53361, 5.36889, 4.77902], [0.63505, 0.72763, -4.58899], [-1.09949, -1.30251, 5.09360], [-0.38641, -3.37464, -3.41956], [0.54644, -0.05623, 7.93225], [3.46254, -3.91867, -5.49435], [0.30240, -5.51019, -1.29599], [-4.13778, 5.71928, -5.56763], [0.88605, -1.78715, 3.25191], [-6.33700, 4.77094, -4.73932], [-1.00632, -4.92243, -4.73402], [5.50190, 5.89098, 0.50469], [3.24562, 4.65840, 3.32503], [4.48280, -3.46289, 0.34112], [-1.36032, -2.89506, -3.34546], [-6.35099, 3.55242, -2.75636], [-2.02112, 1.46755, -2.11230], [-0.07745, -2.29752, 3.15282], [-10.49602, 1.62202, 0.86922], [5.14562, -1.04537, -0.36215], [1.66920, 0.25040, 10.44468], [0.59705, -2.68971, -4.36827], [-6.50298, 1.86024, -2.93041], [-3.39364, 3.74648, -7.28652], [5.41530, -0.33986, 1.12696], [-5.15088, -1.24083, 1.77890], [2.40285, 1.05429, -3.47509], [-6.45499, 2.24770, -4.99440], [-3.64918, 4.70233, -7.74895], [-0.17245, -0.33128, 0.56611], [-0.00645, -3.34726, -2.39872], [-4.75758, 2.33438, -1.31421], [2.62641, 1.90336, 3.83484], [2.73906, -1.20746, 0.16045], [-4.06938, -2.10053, 0.22241], [6.07356, 0.85406, -6.81427], [2.45259, -0.02597, -3.60991], [6.01118, 1.75347, -4.62868], [1.86986, -7.47762, -1.84852], [-3.77336, 3.20922, -2.47843], [-0.33211, -2.94957, 7.98603], [-1.95628, -5.09402, -2.18179], [5.81242, 4.68930, 3.56016], [-5.62656, 4.12803, -5.25345], [4.50010, 3.08368, -1.24294], [-5.68229, -2.26844, 2.55838]],
  "mulliken_charge": [0.0672, -0.4679, 0.3654, -0.0687, -0.3244, -0.0820, -0.0783, 0.2327, 0.3172, -0.4063, 0.0370, -0.4456, -1.2719, -0.3078, 0.4958, 0.3256, 0.3520, 0.2037, -0.4986, 0.4902, -0.5277, -0.8477, -0.5581, 0.4484, 0.3271, 0.2921, -0.7416, 0.3082, 0.0062, -1.0200, 0.2504, 0.4628, 0.5697, -0.4420, 0.4282, 0.4270, 0.3487, 0.3957, 0.4082, -1.2096, 0.5924, -0.5226, 0.4385, 0.3800, 0.3135, -0.1921, 0.3920, 0.3927, -0.3973, -0.5754, -0.0669, -0.3119, 0.4176, 0.5030, 0.1358, 0.5052, 0.2439, -0.7956, 0.0369, -0.1824, -0.2159, -0.7271, -0.3856, -0.3331, 0.4689, 0.4702, 0.1188, -0.7206, 0.5309, 0.3759, 0.3728, 0.5089, -0.3795, 0.3704, 0.3196, 0.2872, 0.2105, 0.5070, -0.4639, -0.8049, 0.4488, 0.0554, -0.2516, 0.3875, -0.8136, 0.4123, 0.3188, 0.3497, 0.3575, 0.2439, 0.4888, 0.2065, 0.4473, 0.4224, -0.2184, -0.4973, -0.3597, 0.3213, 0.4380, -0.1318, 0.2765, 0.4279, 0.1137, -0.1372, -0.7872, -0.6267, 0.4221, -0.4021, 0.4436, 0.2294, 0.0934, 0.4788, 0.2135, 0.4288, 0.1719, 0.4392, 0.4254, -0.5973, 0.4515, 0.4461, 0.2606, 0.3303, -1.0507, 0.2418, -0.8489, 0.7139, 0.0051, -0.0017, -0.7709, -0.5932, 0.4305, -0.8165, -0.3963, -0.0004, 0.4287, 0.5393, 0.3014, -1.1449, 0.3196, 0.3111, 0.0631, 0.4305, 0.2061, 0.3788, 0.4234, 0.2026, 0.4275, -0.2065, 0.5213, 0.3423, 0.2931, -0.5238, 0.3544, 0.4368, 0.3367, 0.0684, 0.4229, -0.8230, 0.4277, -0.3249, 0.3640, 0.4142, 0.3829, -0.3017, 0.1289, 0.4203, 0.1042, -0.3032, 0.3845, -0.7614, -0.0067, -0.5684, -0.6541, 0.2362, 0.4219, 0.3431, -0.6270, -0.7270, 0.3037, -0.4860]
}